# 1
The following is a DFT calculation (the ωB97M-V functional and the def2-TZVPD basis) of a cluster of 2 separate species, C26H31N5O3 in total at a distorted geometry.

The geometry in XYZ format:
```
65
Properties=species:S:1:pos:R:3:mulliken_charge:R:1
C 1.53275 3.42055 1.69711 -1.14
C 2.21602 3.55631 0.38838 1.23
C 2.92660 2.47043 -0.15524 0.13
N 2.90406 1.25934 0.55672 0.60
C 1.80570 0.82645 1.26607 -0.96
N 2.07148 -0.46918 1.53368 0.41
C 1.21743 -1.38064 2.25828 -0.80
C 3.34544 -0.83206 1.09600 -0.68
C 3.88306 0.25801 0.53251 -0.70
C 3.49370 2.53717 -1.44227 1.58
C 4.05584 1.35387 -2.15333 -1.90
C 3.43612 3.75965 -2.12213 -1.14
C 2.78429 4.86713 -1.57669 0.68
C 2.75661 6.15175 -2.34484 -1.50
C 2.15170 4.74960 -0.33604 -1.07
H 0.95489 4.32629 1.90445 0.31
H 0.82147 2.56455 1.66110 0.07
H 2.22529 3.26414 2.53584 0.32
H 0.16743 -1.07715 2.15842 0.26
H 1.35806 -2.38825 1.84472 0.33
H 1.49199 -1.41057 3.32490 0.27
H 3.73217 -1.82625 1.22355 0.50
H 4.86385 0.40823 0.12815 0.57
H 4.24065 1.64557 -3.19171 0.38
H 5.02337 1.02962 -1.75476 0.36
H 3.36985 0.49746 -2.17457 0.29
H 3.89208 3.83308 -3.11262 0.34
H 2.28580 6.94417 -1.75614 0.35
H 3.77450 6.46270 -2.61090 0.36
H 2.19986 6.04033 -3.28414 0.31
H 1.59662 5.59440 0.07872 0.26
C -2.24540 3.80997 3.01179 -1.13
C -2.24591 2.34103 2.66883 -0.19
O -1.54110 2.21209 1.41703 -0.25
C -1.42100 0.90531 0.99886 0.32
C -0.77097 0.83730 -0.28313 -0.01
C -0.97434 -0.24593 -1.11246 0.46
C -0.21579 -0.36375 -2.39566 -1.33
N -1.88334 -1.14667 -0.68346 0.32
N -1.93907 -2.29504 -1.24569 -0.52
C -2.90529 -3.13315 -0.61192 0.35
N -2.69822 -4.38742 -1.14489 -0.09
C -3.33847 -5.55934 -0.77041 0.55
C -2.71414 -6.79141 -1.06682 -0.42
C -3.29661 -7.98868 -0.66215 -0.54
C -4.53109 -7.96635 0.00631 -0.40
C -5.17771 -6.74863 0.26449 -0.59
C -4.57483 -5.53623 -0.09645 -0.28
O -3.73861 -2.80791 0.22053 -0.58
O -1.79265 -0.01021 1.72808 -0.65
H -2.85999 3.95220 3.90346 0.40
H -1.23541 4.17345 3.23600 0.23
H -2.66357 4.41284 2.19780 0.29
H -1.74314 1.74327 3.44369 0.25
H -3.27244 1.96535 2.54052 0.39
H -0.16345 1.68884 -0.58505 0.36
H -0.03014 0.63692 -2.81637 0.42
H 0.76312 -0.84163 -2.22943 0.19
H -0.77048 -0.96088 -3.12635 0.41
H -1.88887 -4.41029 -1.75350 0.25
H -1.75723 -6.77687 -1.59186 0.29
H -2.78266 -8.92791 -0.87053 0.35
H -4.98578 -8.90365 0.32681 0.35
H -6.14947 -6.73141 0.75676 0.35
H -5.03463 -4.58193 0.15196 0.45
```

## Properties
Kohn-Sham gap = 0.2562 Ha
E_LUMO = -1.18 eV
energy relative to the best compared isomer or geometry (same formula, charge and spin) = 439.36 kJ/mol

=====

# 2
The following is a DFT calculation (the ωB97M-V functional and the def2-TZVPD basis) of a structure of composition C26H31NO9S2Y at a distorted geometry.

The geometry in XYZ format:
```
70
Properties=species:S:1:pos:R:3:mulliken_charge:R:1
Y 1.16788 -0.80405 0.66544 1.21
O 0.19103 -3.14638 -0.68936 -0.49
C 1.02535 -4.28231 -0.45268 -0.78
C 2.46232 -3.85620 -0.24531 -0.58
N 2.64824 -2.95540 0.89281 0.74
C 2.30729 -3.57986 2.16437 -0.80
C 0.80662 -3.48078 2.46179 0.63
O 0.26044 -4.32529 3.14486 -0.77
O 0.22684 -2.42777 1.96524 -0.74
C 3.98131 -2.36846 0.81541 -0.94
C 4.02962 -1.35639 -0.33080 0.72
O 5.08402 -1.04963 -0.85326 -0.74
O 2.86903 -0.88216 -0.67214 -0.59
H -0.50864 -3.11117 -0.01808 0.35
H 0.98534 -4.93991 -1.31814 0.45
H 0.64256 -4.85432 0.40170 0.33
H 2.82438 -3.35985 -1.14704 0.33
H 3.09585 -4.75215 -0.11614 0.31
H 2.84122 -3.04646 2.95640 0.33
H 2.61330 -4.63227 2.20801 0.29
H 4.77239 -3.10827 0.65487 0.41
H 4.19793 -1.83716 1.74263 0.28
C -0.55710 3.21737 0.68019 -1.64
C 0.68838 2.70599 0.01951 1.04
C 0.69038 2.30588 -1.31089 -0.62
C 1.83840 1.80903 -1.91041 1.09
C 1.80974 1.27869 -3.31558 -1.67
C 3.01677 1.76765 -1.17423 -0.75
C 3.04266 2.14610 0.16109 0.93
C 4.31717 2.09280 0.94881 -1.69
C 1.87015 2.59939 0.74608 -0.61
H -0.40967 4.23674 1.04323 0.41
H -0.81873 2.59973 1.54461 0.24
H -1.39897 3.21274 -0.01565 0.30
H -0.23464 2.35727 -1.87229 0.34
H 2.29110 1.97502 -4.00133 0.36
H 0.78641 1.10826 -3.65633 0.29
H 2.34415 0.32770 -3.37549 0.32
H 3.91133 1.35756 -1.62324 0.37
H 4.87172 3.03080 0.85184 0.43
H 4.96538 1.29686 0.58240 0.33
H 4.12831 1.93483 2.01371 0.26
H 1.87746 2.87849 1.79463 0.44
C 0.92522 -0.77122 4.61506 -1.17
S 1.49153 0.33815 3.33662 1.18
O 2.01711 1.50590 3.96865 -0.62
O 2.50446 -0.40219 2.52579 -0.53
O 0.31812 0.57374 2.46360 -0.60
H 1.77199 -1.07692 5.21989 0.36
H 0.43938 -1.62443 4.16109 0.27
H 0.22149 -0.20753 5.21956 0.40
C -6.94842 3.16497 -1.52513 -0.74
C -7.64112 2.54745 -2.71559 0.62
O -8.48037 3.11214 -3.37291 -0.57
S -7.27336 0.84133 -3.07436 -0.12
C -5.66693 0.61845 -2.34873 -0.76
C -4.55143 1.10998 -3.02285 -0.08
C -3.28763 0.91820 -2.50512 -0.52
C -3.11846 0.21403 -1.31048 0.38
C -4.23781 -0.24968 -0.62203 -0.59
C -5.50885 -0.05311 -1.13942 -0.18
C -1.82822 -0.04804 -0.82015 0.82
C -0.71445 -0.26285 -0.43597 -1.20
H -6.68307 4.19447 -1.75557 0.27
H -6.07626 2.60923 -1.21078 0.25
H -7.66814 3.17666 -0.70172 0.25
H -4.68724 1.61781 -3.96682 0.44
H -2.41395 1.28172 -3.03460 0.42
H -4.07981 -0.78312 0.30833 0.52
H -6.37849 -0.42778 -0.61762 0.44
```

## Properties
charge = -1
Kohn-Sham gap = 0.3011 Ha
E_LUMO = 2.36 eV
energy relative to the best compared isomer or geometry (same formula, charge and spin) = 0.00 kJ/mol

=====

# 3
The following is a DFT calculation (the ωB97M-V functional and the def2-TZVPD basis) of a structure of composition C26H32AsCrF5NO3SiTe.

The geometry in XYZ format:
```
71
Properties=species:S:1:pos:R:3:mulliken_spin:R:1
Cr -0.69572 0.06457 -0.32186 3.19
C -1.49340 -3.75868 -1.19384 0.00
Si -0.57827 -3.31329 0.36436 0.01
C -0.82601 -4.63124 1.66794 0.00
C 1.24830 -3.34553 0.01355 0.00
N -1.06484 -1.60404 0.91578 -0.08
C -0.69961 -1.27410 2.26855 -0.01
C -1.08412 -2.02958 3.37403 0.00
C -0.67744 -1.68923 4.65158 0.00
C 0.12605 -0.57728 4.85561 0.00
C 0.48689 0.21804 3.78172 0.00
C 0.04670 -0.12119 2.51452 -0.01
O 0.37943 0.67506 1.41201 -0.03
C 0.46395 2.06604 1.58134 0.00
C -0.50885 2.76293 2.27583 0.00
C -0.39683 4.14386 2.34775 0.00
C 0.65704 4.80070 1.72418 0.00
C 1.60813 4.07492 1.02093 0.00
C 1.51789 2.69206 0.94614 -0.01
H -0.90718 -4.57311 -1.63380 0.00
H -1.53217 -2.94697 -1.91938 0.00
H -2.50468 -4.11367 -1.01080 0.00
H -0.43495 -5.55189 1.22161 0.00
H -1.86977 -4.80196 1.92647 0.00
H -0.24909 -4.44609 2.57403 0.00
H 1.51711 -4.39677 -0.13336 0.00
H 1.85782 -2.95314 0.83063 0.00
H 1.49311 -2.78847 -0.88460 0.00
H -1.75303 -2.86208 3.22117 0.00
H -0.99781 -2.29103 5.49149 0.00
H 0.45928 -0.31521 5.85091 0.00
H 1.09112 1.10375 3.92203 0.00
H -1.33512 2.23477 2.73201 0.00
H -1.14220 4.70891 2.89282 0.00
H 0.73635 5.87815 1.78883 0.00
H 2.42794 4.58410 0.53106 0.00
H 2.22588 2.09234 0.38926 0.00
C -1.57391 2.59159 -3.86939 0.00
As -1.96895 2.62436 -1.99630 0.01
C -3.76641 2.03038 -1.76232 0.00
C -1.85791 4.42894 -1.36315 0.00
O -0.75478 1.78985 -1.21390 0.01
H -2.26720 3.22598 -4.41948 0.00
H -1.65665 1.56247 -4.21421 0.00
H -0.55125 2.93477 -4.00978 0.00
H -4.39822 2.69887 -2.34837 0.00
H -4.03191 2.07292 -0.70976 0.00
H -3.85693 1.00268 -2.10429 0.00
H -2.64993 5.03991 -1.79330 0.00
H -0.88256 4.83425 -1.62472 0.00
H -1.95016 4.40181 -0.27825 0.00
F -2.24412 0.68430 0.83158 -0.01
Te -3.14958 -1.18210 0.42759 0.02
F -3.28368 -2.97625 1.14552 0.00
F -4.30077 -2.11640 -0.76468 0.00
F -3.53293 -0.88413 2.25221 0.00
F -4.61168 -0.00246 0.28777 0.00
O -2.25025 -0.69408 -1.16776 -0.06
C 1.03976 -0.32181 -1.23493 -0.17
C 2.15834 -0.52353 -1.66505 0.12
C 3.47752 -0.74522 -2.18308 -0.03
C 4.40695 0.29746 -2.22760 0.02
C 5.68381 0.08316 -2.71996 -0.01
C 6.05521 -1.17366 -3.17742 0.01
C 5.13887 -2.21545 -3.14017 -0.01
C 3.86101 -2.00629 -2.64790 0.01
H 4.11290 1.27758 -1.87461 0.00
H 6.39241 0.90126 -2.74766 0.00
H 7.05319 -1.33998 -3.56188 0.00
H 5.42059 -3.19794 -3.49699 0.00
H 3.14734 -2.81888 -2.61823 0.00
```

## Properties
Kohn-Sham gap (spin up / spin down) = 0.2720 / 0.2746 Ha
E_LUMO (spin up / spin down) = -0.63 / -0.74 eV
energy relative to the best compared isomer or geometry (same formula, charge and spin) = 73.64 kJ/mol
spin multiplicity = 4